No. 1
Formula: C18H23FNO3P
Source: the Open Molecules 2025 dataset
Level of theory: ωB97M-V with the def2-TZVPD basis set

Positions of all 47 atoms, in Å:
C  -2.03  -4.12  0.00
C  -2.61  -2.79  0.12
H  -2.64  -2.45  1.16
H  -3.73  -2.82  -0.31
O  -2.07  -1.92  -0.72
P  -0.84  -1.16  0.15
O  -0.77  -1.38  1.72
O  0.44  -1.66  -0.84
C  1.40  -2.45  -0.16
C  2.86  -1.90  -0.22
H  3.51  -2.31  0.23
H  2.94  -1.58  -1.36
H  2.88  -1.08  0.19
H  1.45  -3.38  -0.50
H  1.18  -2.60  0.86
C  -0.96  0.63  -0.41
N  0.09  1.31  0.23
C  1.37  1.45  -0.08
C  2.44  1.82  0.79
C  3.66  1.88  0.71
C  4.08  1.73  -0.82
C  3.09  1.62  -1.59
C  1.86  1.53  -1.42
H  1.11  1.31  -2.11
H  3.55  1.62  -3.01
H  5.26  1.84  -0.96
C  4.69  1.89  1.69
H  5.58  1.57  1.56
H  4.14  1.87  2.78
H  5.07  3.06  1.73
H  2.00  1.89  1.83
H  -0.12  1.40  1.05
C  -2.27  1.18  -0.30
C  -2.88  0.99  0.93
C  -4.19  1.46  1.16
C  -4.86  2.17  0.12
C  -4.35  2.01  -1.37
C  -3.07  1.61  -1.13
H  -2.67  1.65  -2.37
H  -5.10  2.48  -1.92
F  -6.09  2.29  0.44
H  -4.74  1.58  2.38
H  -2.37  0.71  1.81
H  -0.71  0.52  -1.57
H  -2.77  -4.85  0.30
H  -0.94  -4.17  0.35
H  -1.90  -4.44  -1.11

Its lowest unoccupied orbital energy is 0.1 eV. Its orbital gap is 0.2828 hartree. The energy above the lowest of the compared OMol25 structures with the same formula, charge and spin comes out at 385.16 kcal per mole. Its molecular weight is 351.358 g/mol. Its HOMO energy is -7.6 eV.

***

No. 2
Formula: C18H17N3S
Source: the Open Molecules 2025 dataset
Level of theory: ωB97M-V with the def2-TZVPD basis set

Positions of all 39 atoms, in Å:
S  0.75  3.41  0.13
C  -0.31  2.20  -0.25
N  -1.61  2.55  -0.44
H  -1.80  3.52  -0.21
C  -2.74  1.66  -0.57
H  -3.59  2.25  -0.92
C  -3.10  0.96  0.76
C  -3.89  -0.29  0.49
C  -5.25  -0.23  0.25
C  -5.97  -1.37  -0.05
C  -5.32  -2.60  -0.11
C  -3.96  -2.67  0.13
C  -3.25  -1.52  0.43
H  -2.19  -1.59  0.63
H  -3.46  -3.62  0.09
H  -5.88  -3.49  -0.34
H  -7.03  -1.31  -0.23
H  -5.76  0.73  0.30
H  -3.67  1.65  1.39
H  -2.18  0.71  1.29
H  -2.53  0.91  -1.34
N  -0.02  0.89  -0.40
C  1.18  0.19  -0.31
C  2.41  0.71  0.04
C  3.52  -0.14  0.10
C  4.81  0.31  0.45
C  5.86  -0.56  0.50
C  5.68  -1.92  0.21
C  4.44  -2.40  -0.13
C  3.34  -1.52  -0.19
N  2.13  -2.01  -0.53
C  1.12  -1.20  -0.58
H  0.17  -1.65  -0.87
H  4.27  -3.44  -0.36
H  6.52  -2.59  0.26
H  6.85  -0.21  0.77
H  4.94  1.36  0.68
H  2.53  1.76  0.26
H  -0.79  0.30  -0.67

Its lowest unoccupied orbital energy is 0.3 eV. Its orbital gap is 0.3141 hartree. The energy above the lowest of the compared OMol25 structures with the same formula, charge and spin comes out at 2.20 kcal per mole. Its molecular weight is 307.422 g/mol. Its HOMO energy is -8.3 eV.

***

No. 3
Formula: C11H8O3
Source: the Open Molecules 2025 dataset
Level of theory: ωB97M-V with the def2-TZVPD basis set

Positions of all 22 atoms, in Å:
O  1.35  3.94  0.12
O  0.07  -0.32  3.01
O  -0.76  -1.68  0.67
C  1.06  2.93  0.75
C  0.46  0.58  2.23
C  -1.12  -2.57  -0.35
C  1.43  2.85  2.12
C  1.16  1.72  2.85
C  -0.36  -0.68  -1.31
C  0.51  1.79  0.12
C  -0.30  -0.56  0.07
C  0.18  0.63  0.79
C  -0.87  -1.98  -1.57
C  -1.17  -2.51  -2.94
H  -1.57  -3.56  -0.17
H  1.97  3.67  2.57
H  1.46  1.69  3.88
H  -0.03  0.07  -2.07
H  0.27  1.94  -0.92
H  -1.93  -1.87  -3.42
H  -0.26  -2.53  -3.56
H  -1.56  -3.53  -2.87

Its lowest unoccupied orbital energy is -1.9 eV. Its orbital gap is 0.2484 hartree. The energy above the lowest of the compared OMol25 structures with the same formula, charge and spin comes out at 42.96 kcal per mole. Its molecular weight is 188.182 g/mol. Its HOMO energy is -8.6 eV.

***

No. 4
Formula: C28H55FN5O5P2
Source: the Open Molecules 2025 dataset
Level of theory: ωB97M-V with the def2-TZVPD basis set

Positions of all 96 atoms, in Å:
C  3.41  0.13  3.49
C  2.08  0.45  2.80
C  2.32  0.82  1.33
F  3.49  0.32  0.83
N  1.24  0.51  0.40
C  0.69  -0.62  -0.14
N  1.00  -1.92  0.14
P  0.09  -3.10  -0.83
C  -0.14  -4.52  0.29
O  1.28  -3.58  -1.86
P  2.20  -2.37  1.35
C  3.21  -3.71  0.65
C  4.02  -4.38  1.77
C  1.33  -3.05  2.83
C  -0.14  -2.63  3.00
N  -0.25  -0.32  -1.04
C  -0.30  1.00  -1.06
O  -1.09  1.71  -1.83
N  -1.81  0.81  -2.96
O  -2.02  1.47  -3.84
N  0.54  1.57  -0.21
C  0.66  3.02  -0.01
C  -0.65  3.73  0.34
C  -1.57  3.08  1.40
C  -0.82  2.32  2.50
C  -2.68  2.22  0.79
C  -3.89  2.08  1.74
C  -4.71  0.82  1.58
C  -5.07  0.21  0.41
C  -6.53  0.13  0.01
C  -4.12  -0.45  -0.55
H  3.84  -0.80  3.14
H  3.23  0.09  4.56
H  4.12  0.95  3.35
H  1.41  -0.40  2.87
H  1.68  1.32  3.31
H  2.46  1.89  1.30
H  0.70  -4.81  0.91
H  -0.38  -5.37  -0.35
H  -1.02  -4.32  0.90
H  0.93  -4.20  -2.50
H  2.62  -4.48  0.17
H  3.86  -3.32  -0.13
H  4.46  -3.66  2.46
H  3.36  -5.04  2.34
H  4.80  -5.01  1.35
H  1.39  -4.14  2.86
H  1.89  -2.70  3.70
H  -0.32  -2.17  3.97
H  -0.81  -3.48  2.92
H  -0.46  -1.91  2.24
H  1.43  3.28  0.71
H  1.00  3.43  -0.97
H  -0.34  4.71  0.73
H  -1.22  3.94  -0.56
H  -2.08  3.91  1.90
H  0.07  2.85  2.85
H  -0.59  1.31  2.17
H  -1.47  2.21  3.36
H  -2.29  1.22  0.64
H  -2.99  2.67  -0.15
H  -4.58  2.91  1.54
H  -3.56  2.14  2.77
H  -5.11  0.39  2.51
H  -7.11  -0.59  0.61
H  -6.62  -0.21  -1.02
H  -7.00  1.10  0.11
H  -3.08  -0.25  -0.32
H  -4.31  -0.23  -1.60
H  -4.27  -1.53  -0.42
C  -5.12  3.84  -5.87
C  -5.08  2.39  -5.40
C  -5.59  2.51  -3.97
O  -6.49  3.61  -3.96
C  -6.38  4.35  -5.18
H  -5.15  3.96  -6.95
H  -4.24  4.38  -5.50
H  -5.77  1.79  -6.00
H  -4.09  1.93  -5.46
H  -4.77  2.73  -3.27
H  -6.11  1.62  -3.63
H  -7.27  4.16  -5.79
H  -6.34  5.42  -4.95
C  8.29  -1.59  -0.80
C  7.36  -0.49  -0.29
C  6.19  -1.31  0.25
O  6.73  -2.55  0.69
C  8.08  -2.69  0.24
H  9.33  -1.28  -0.88
H  7.96  -1.93  -1.78
H  7.84  0.05  0.53
H  7.07  0.22  -1.05
H  5.46  -1.52  -0.54
H  5.68  -0.83  1.08
H  8.76  -2.56  1.09
H  8.23  -3.69  -0.17

Its lowest unoccupied orbital energy is -4.0 eV. Its orbital gap is 0.1989 hartree. As for the total charge: +1. Its molecular weight is 622.724 g/mol. Its HOMO energy is -9.4 eV.